1.
ORCA calculation (ωB97M-V/def2-TZVPD) on a cluster of 3 separate species, C12H20BF2O11PS in total.

Last column: Mulliken charge in e.
Atoms and positions in Å:
C (3.108, 2.285, 0.537)  -0.78
P (3.511, 0.394, 0.727)  0.07
O (4.572, 0.003, -0.637)  -0.55
C (1.928, -0.664, 0.584)  0.95
F (2.076, -1.562, -0.590)  -0.33
O (2.106, -1.627, 1.721)  -0.33
S (0.594, -2.092, 2.398)  1.21
O (0.594, -3.644, 2.302)  -0.61
O (0.352, -1.850, 3.916)  -0.56
O (-0.359, -1.194, 1.292)  -0.44
C (0.462, -0.008, 0.913)  0.99
F (0.684, 0.694, 2.195)  -0.36
C (-0.421, 0.672, -0.282)  -0.46
B (-1.251, 2.026, 0.119)  0.49
O (-2.421, 2.382, -0.760)  -0.63
O (-0.954, 2.980, 1.203)  -0.58
H (2.969, 2.730, 1.635)  0.30
H (4.056, 2.773, 0.046)  0.33
H (2.134, 2.486, -0.083)  0.17
H (5.105, -0.831, -0.397)  0.35
H (-1.233, -0.143, -0.602)  0.13
H (0.211, 0.878, -1.271)  0.14
H (-3.260, 2.242, -0.214)  0.34
H (-1.107, 2.527, 2.103)  0.31
O (-5.002, 1.301, 1.659)  -0.59
C (-4.671, 0.552, 2.563)  0.39
C (-3.304, -0.034, 2.750)  0.48
C (-3.567, -1.143, 3.737)  -0.59
C (-4.750, -0.622, 4.511)  -0.48
O (-5.495, 0.161, 3.580)  -0.36
H (-2.641, 0.731, 3.164)  -0.05
H (-2.909, -0.420, 1.808)  -0.02
H (-2.707, -1.378, 4.370)  0.32
H (-3.849, -2.055, 3.197)  0.30
H (-4.450, 0.020, 5.346)  0.25
H (-5.375, -1.433, 4.895)  0.35
O (1.028, 0.264, -2.631)  -0.47
C (1.410, -0.141, -3.717)  0.16
C (2.793, -0.630, -4.024)  -0.12
C (2.806, -0.616, -5.532)  -0.58
C (1.359, -0.858, -5.876)  -0.44
O (0.615, -0.251, -4.821)  -0.38
H (2.912, -1.641, -3.625)  0.23
H (3.550, 0.042, -3.611)  0.25
H (3.482, -1.355, -5.970)  0.33
H (3.111, 0.375, -5.888)  0.28
H (1.112, -1.924, -5.909)  0.26
H (1.085, -0.400, -6.831)  0.32

Cartesian forces (eV/Å) of the 2 atoms listed first:
C -0.5413 0.2806 -0.2822
P 2.2906 0.5946 -0.0101

Calculated values
SMILES = CP(O)[C@@]1(F)OS(=O)(=O)O[C@]1(F)CB(O)O.O=C1CCCO1.O=C1CCCO1
charge = 0
E_LUMO = -0.0039 Eh
spin multiplicity = 1
orbital gap = 9.1071 eV


2.
ORCA calculation (ωB97M-V/def2-TZVPD) on an isolated molecule of C12H20F4N2O4.

Last column: Mulliken charge in e.
Atoms and positions in Å:
C (-3.473, 0.321, 1.785)  -0.57
O (-3.891, -0.178, 0.532)  -0.40
C (-3.736, -1.574, 0.387)  -0.67
C (-2.311, -2.001, 0.016)  -0.27
C (-1.913, -1.473, -1.361)  -0.66
N (-1.768, -0.031, -1.333)  -0.05
C (-0.592, 0.546, -1.543)  0.00
O (0.438, -0.001, -1.874)  -0.63
C (-0.587, 2.088, -1.345)  0.88
F (-1.720, 2.662, -1.819)  -0.31
F (0.440, 2.620, -2.050)  -0.31
C (-0.382, 2.470, 0.144)  0.92
F (0.154, 3.716, 0.234)  -0.34
F (-1.590, 2.540, 0.748)  -0.26
C (0.497, 1.410, 0.866)  0.09
O (-0.021, 0.383, 1.245)  -0.62
N (1.773, 1.761, 0.985)  -0.08
C (2.779, 0.905, 1.579)  -0.62
C (3.942, 0.663, 0.621)  -0.91
C (3.532, -0.247, -0.534)  -0.13
O (3.232, -1.519, -0.004)  -0.33
C (2.671, -2.385, -0.958)  -0.54
H (-4.011, -0.178, 2.599)  0.37
H (-3.714, 1.382, 1.786)  0.19
H (-2.397, 0.197, 1.936)  0.19
H (-4.046, -2.083, 1.310)  0.38
H (-4.424, -1.860, -0.415)  0.33
H (-1.600, -1.628, 0.754)  0.09
H (-2.264, -3.090, 0.008)  0.42
H (-0.952, -1.888, -1.671)  0.27
H (-2.675, -1.733, -2.102)  0.34
H (-2.557, 0.470, -0.934)  0.33
H (2.087, 2.643, 0.604)  0.25
H (3.139, 1.374, 2.500)  0.29
H (2.299, -0.046, 1.817)  0.35
H (4.746, 0.177, 1.174)  0.37
H (4.311, 1.611, 0.225)  0.39
H (2.654, 0.157, -1.056)  0.10
H (4.355, -0.325, -1.262)  0.44
H (2.408, -3.300, -0.431)  0.24
H (1.778, -1.940, -1.409)  0.14
H (3.391, -2.616, -1.754)  0.31

Cartesian forces (eV/Å) of the 2 atoms listed first:
C 0.1035 0.0268 0.1741
O -0.1314 0.1306 -0.2298

Calculated values
SMILES = COCCCNC(=O)C(F)(F)C(F)(F)C(=O)NCCCOC
charge = 0
E_LUMO = 0.0302 Eh
spin multiplicity = 1
orbital gap = 10.4302 eV


3.
ORCA calculation (ωB97M-V/def2-TZVPD) on a cluster of 3 separate species, C12H20F4N2O7S4 in total.

Last column: Mulliken charge in e.
Atoms and positions in Å:
O (3.855, 3.471, 5.374)  -0.54
S (4.764, 2.506, 4.900)  1.16
O (5.745, 3.075, 4.056)  -0.60
F (5.434, 1.837, 6.184)  -0.22
N (3.967, 1.343, 3.972)  0.53
C (2.977, 0.551, 4.732)  -1.20
C (1.528, 0.952, 4.337)  0.88
O (1.263, 2.318, 4.607)  -0.52
C (0.537, 0.082, 5.111)  0.73
F (0.614, 0.327, 6.422)  -0.25
F (-0.736, 0.296, 4.735)  -0.25
F (0.759, -1.216, 4.848)  -0.25
N (4.860, 0.530, 3.190)  -0.70
C (5.648, -0.135, 3.818)  0.54
S (6.400, -1.276, 4.557)  -0.29
H (3.038, -0.526, 4.525)  0.56
H (3.078, 0.662, 5.825)  0.43
H (1.439, 0.785, 3.247)  -0.22
H (0.403, 2.413, 5.036)  0.41
O (1.127, -2.242, 1.084)  -0.75
S (0.725, -0.907, 0.719)  1.19
O (1.020, 0.233, 1.562)  -0.77
C (1.300, -0.571, -0.939)  -0.87
C (0.167, -1.058, -1.837)  -0.54
C (-1.127, -0.583, -1.170)  -0.30
C (-1.024, -0.918, 0.323)  -0.80
H (2.242, -1.086, -1.112)  0.44
H (1.439, 0.507, -1.029)  0.37
H (0.265, -0.670, -2.850)  0.31
H (0.175, -2.149, -1.891)  0.29
H (-1.226, 0.496, -1.298)  0.27
H (-1.999, -1.045, -1.614)  0.18
H (-1.535, -0.183, 0.941)  0.37
H (-1.408, -1.914, 0.539)  0.40
O (-2.382, 0.671, -3.623)  -0.66
S (-2.846, -0.563, -4.207)  1.30
O (-2.489, -1.849, -3.660)  -0.70
C (-4.623, -0.477, -4.380)  -0.81
C (-4.838, 0.152, -5.752)  -0.59
C (-3.826, -0.526, -6.685)  -0.61
C (-2.474, -0.541, -5.962)  -0.77
H (-5.044, 0.109, -3.565)  0.40
H (-5.008, -1.496, -4.348)  0.37
H (-5.862, 0.015, -6.098)  0.35
H (-4.637, 1.225, -5.707)  0.30
H (-4.148, -1.550, -6.887)  0.30
H (-3.753, -0.012, -7.643)  0.32
H (-1.890, -1.423, -6.215)  0.38
H (-1.897, 0.359, -6.171)  0.39

Cartesian forces (eV/Å) of the 2 atoms listed first:
O -1.2619 -0.8115 1.2797
S -0.1550 2.6380 -1.5979

Calculated values
SMILES = O=S(=O)(F)N(C[C@H](O)C(F)(F)F)N=C=S.O=S1(=O)CCCC1.O=S1(=O)CCCC1
charge = 0
E_LUMO = -0.0178 Eh
spin multiplicity = 1
orbital gap = 9.4820 eV


4.
ORCA calculation (ωB97M-V/def2-TZVPD) on a structure of composition C12H20FN6O4PS.

Last column: Mulliken charge in e.
Atoms and positions in Å:
O (0.350, -2.368, 0.096)  -0.61
P (0.332, -1.604, -1.159)  0.54
O (-1.138, -1.424, -1.842)  -0.27
S (-2.215, -0.602, -0.912)  0.81
O (-2.597, 0.557, -1.643)  -0.49
O (-3.561, -1.581, -1.279)  -0.17
F (-3.184, -2.944, -1.092)  -0.13
H (0.854, -0.321, -0.973)  0.14
H (1.032, -2.244, -2.175)  0.07
C (-1.036, 0.631, 3.151)  -0.66
C (-0.844, 1.096, 1.789)  0.48
N (-0.691, 1.449, 0.706)  -0.38
H (-1.256, 1.477, 3.797)  0.07
H (-1.858, -0.081, 3.183)  0.29
H (-0.127, 0.147, 3.501)  0.28
C (-0.474, 4.905, 0.509)  -0.37
C (0.525, 5.855, 0.971)  0.34
N (1.390, 6.516, 1.338)  -0.43
H (-0.013, 3.923, 0.412)  -0.04
H (-1.289, 4.837, 1.226)  0.21
H (-0.870, 5.209, -0.457)  0.30
C (0.618, -6.007, -1.060)  -0.83
C (0.166, -5.117, -2.117)  0.48
N (-0.191, -4.376, -2.919)  -0.47
H (-0.044, -6.869, -0.997)  0.30
H (1.630, -6.346, -1.272)  0.29
H (0.607, -5.469, -0.114)  0.26
C (-2.592, 4.600, 5.640)  -0.78
C (-1.331, 3.891, 5.476)  0.40
N (-0.328, 3.345, 5.347)  -0.42
H (-2.702, 4.916, 6.675)  0.30
H (-2.607, 5.476, 4.996)  0.26
H (-3.420, 3.946, 5.377)  0.28
C (3.415, 3.541, 0.950)  -0.63
C (3.068, 2.270, 0.328)  0.31
N (2.794, 1.268, -0.163)  -0.33
H (2.514, 4.030, 1.311)  0.04
H (4.089, 3.375, 1.788)  0.29
H (3.899, 4.190, 0.224)  0.27
C (1.008, -5.249, -6.285)  -0.43
C (1.522, -6.534, -6.735)  0.29
N (1.929, -7.550, -7.084)  -0.36
H (1.723, -4.463, -6.518)  0.25
H (0.066, -5.032, -6.783)  0.25
H (0.839, -5.271, -5.210)  -0.02

Cartesian forces (eV/Å) of the 2 atoms listed first:
O -0.2340 -0.2165 0.2489
P 0.7908 -0.5807 0.6429

Calculated values
charge = 0
E_LUMO = 0.0042 Eh
spin multiplicity = 1
orbital gap = 10.7338 eV


5.
ORCA calculation (ωB97M-V/def2-TZVPD) on a cluster of 4 separate species, C12H20FO8S in total.

Last column: Mulliken charge in e.
Atoms and positions in Å:
F (0.577, -1.894, 1.711)  -0.87
C (-1.011, -4.727, 0.169)  -1.17
C (-0.965, -3.775, -1.042)  0.50
C (0.331, -2.941, -1.012)  -0.27
O (0.820, -2.970, -2.298)  -0.39
C (0.199, -3.909, -2.999)  0.64
O (0.444, -4.153, -4.160)  -0.62
O (-0.704, -4.471, -2.238)  -0.37
H (-0.125, -5.318, 0.105)  0.34
H (-1.927, -5.457, 0.156)  0.28
H (-1.004, -3.977, 1.039)  0.35
H (-1.785, -3.023, -1.055)  0.25
H (1.145, -3.301, -0.559)  0.39
H (0.097, -1.957, -0.640)  0.07
C (-2.461, 1.067, 2.965)  -1.29
C (-1.615, 1.191, 1.788)  0.47
C (-1.992, 0.616, 0.267)  0.35
O (-2.734, 1.743, -0.143)  -0.37
C (-2.213, 2.823, 0.377)  0.60
O (-2.213, 4.006, -0.205)  -0.65
O (-1.568, 2.615, 1.478)  -0.37
H (-1.976, 1.328, 3.810)  0.39
H (-2.758, -0.046, 3.137)  0.28
H (-3.360, 1.805, 2.762)  0.28
H (-0.633, 0.576, 1.884)  0.18
H (-2.624, -0.350, 0.523)  0.32
H (-0.994, 0.396, -0.161)  -0.30
C (2.131, 2.259, 0.990)  -1.05
C (1.964, 1.048, 0.021)  -0.09
C (1.585, 1.596, -1.438)  -0.46
S (1.987, 3.248, -1.494)  1.15
O (0.836, 3.933, -1.820)  -0.61
O (3.132, 3.381, -2.359)  -0.75
C (2.668, 3.403, 0.162)  -0.65
H (2.703, 2.090, 1.699)  0.93
H (1.182, 2.514, 1.455)  0.02
H (1.197, 0.121, 0.283)  -0.34
H (2.942, 0.613, -0.046)  0.49
H (0.464, 1.384, -1.759)  0.32
H (2.361, 1.046, -2.099)  0.30
H (2.119, 4.233, 0.672)  0.41
H (3.797, 3.232, 0.085)  0.32

Cartesian forces (eV/Å) of the 2 atoms listed first:
F -0.4203 0.3514 -0.3655
C -2.3214 1.0592 -0.0827

Calculated values
relative energy (zero: lowest compared OMol25 entry of this formula, charge and spin) = 1.125 eV
charge = -1
E_LUMO = 0.1026 Eh
spin multiplicity = 1
orbital gap = 8.3842 eV


6.
ORCA calculation (ωB97M-V/def2-TZVPD) on a structure of composition C12H20N2O2Sn.

Last column: Mulliken charge in e.
Atoms and positions in Å:
C (0.987, -0.868, -2.309)  0.48
C (-1.300, -2.234, -0.811)  -0.20
C (1.927, -1.868, -1.809)  -0.78
H (1.560, -0.350, -3.118)  0.67
C (-0.436, -2.259, 0.208)  -0.51
H (-2.312, -1.840, -0.646)  0.29
H (2.975, -1.553, -1.795)  0.35
H (-0.755, -1.835, 1.167)  0.37
C (1.640, -3.106, -1.118)  -0.60
H (2.617, -3.568, -0.874)  0.34
H (1.136, -3.867, -1.727)  0.28
C (-0.319, -1.405, -2.965)  -0.76
H (-0.077, -1.706, -3.995)  0.29
H (-1.030, -0.568, -3.019)  0.33
C (-1.027, -2.567, -2.251)  -0.68
H (-0.466, -3.500, -2.399)  0.28
H (-2.020, -2.696, -2.723)  0.36
C (0.877, -2.979, 0.242)  -0.43
H (0.725, -4.001, 0.625)  0.29
H (1.535, -2.475, 0.965)  0.29
Sn (0.498, 2.413, -1.360)  0.32
H (0.732, 0.014, -1.591)  -0.74
C (1.025, 3.824, 2.550)  -1.29
C (0.476, 3.084, 1.386)  0.69
N (1.199, 2.130, 0.775)  0.01
O (2.337, 1.790, 1.554)  -0.50
C (-0.883, 3.158, 0.970)  0.11
C (-1.964, 3.923, 1.629)  -1.28
N (-1.221, 2.228, 0.005)  0.27
O (-2.303, 1.612, 0.124)  -0.61
H (2.015, 3.439, 2.802)  0.38
H (0.360, 3.691, 3.413)  0.33
H (1.095, 4.905, 2.353)  0.33
H (2.579, 0.890, 1.274)  0.32
H (-2.515, 4.499, 0.873)  0.32
H (-2.666, 3.219, 2.095)  0.32
H (-1.548, 4.606, 2.375)  0.35

Cartesian forces (eV/Å) of the 2 atoms listed first:
C -0.1073 0.3276 -1.1159
C -0.1100 0.4049 0.3261

Calculated values
relative energy (zero: lowest compared OMol25 entry of this formula, charge and spin) = 1.229 eV
charge = 0
E_LUMO (spin up / spin down) = -0.0041 / -0.0183 Eh
spin multiplicity = 1
orbital gap (spin up / spin down) = 5.7689 / 6.7128 eV


7.
ORCA calculation (ωB97M-V/def2-TZVPD) on an isolated molecule of C12H20O2.

Last column: Mulliken charge in e.
Atoms and positions in Å:
C (2.499, 0.948, 4.186)  -1.09
C (2.128, 1.130, 2.736)  0.80
O (1.104, 1.626, 2.347)  -0.57
O (3.092, 0.668, 1.940)  -0.38
C (2.861, 0.709, 0.524)  -0.52
C (2.215, -0.561, 0.060)  -0.73
C (1.199, -0.680, -0.787)  1.03
C (0.666, -2.029, -1.165)  -1.40
C (0.498, 0.482, -1.434)  -1.03
C (-0.617, 1.054, -0.531)  -0.22
C (-1.703, 0.055, -0.268)  -0.84
C (-2.716, -0.246, -1.073)  1.28
C (-3.732, -1.285, -0.698)  -1.50
C (-2.950, 0.382, -2.415)  -1.52
H (3.576, 0.870, 4.292)  0.32
H (2.111, 1.778, 4.769)  0.33
H (2.039, 0.030, 4.546)  0.25
H (2.253, 1.587, 0.293)  0.43
H (3.858, 0.817, 0.084)  0.26
H (2.659, -1.449, 0.492)  0.34
H (0.847, -2.216, -2.224)  0.33
H (-0.410, -2.058, -1.003)  0.21
H (1.137, -2.820, -0.588)  0.40
H (1.209, 1.278, -1.662)  0.42
H (0.051, 0.150, -2.373)  0.41
H (-0.183, 1.361, 0.420)  0.08
H (-1.026, 1.942, -1.019)  0.41
H (-1.619, -0.470, 0.675)  0.32
H (-3.782, -2.059, -1.465)  0.33
H (-4.722, -0.835, -0.621)  0.44
H (-3.489, -1.751, 0.253)  0.34
H (-2.706, -0.329, -3.206)  0.30
H (-2.347, 1.273, -2.560)  0.29
H (-4.001, 0.648, -2.526)  0.46

Cartesian forces (eV/Å) of the 2 atoms listed first:
C -0.0177 0.0668 -0.1645
C -0.1193 0.1239 0.4163

Calculated values
SMILES = CC(=O)OC/C=C(/C)CCC=C(C)C
relative energy (zero: lowest compared OMol25 entry of this formula, charge and spin) = 0.496 eV
charge = 0
E_LUMO = 0.0340 Eh
spin multiplicity = 1
orbital gap = 9.5231 eV


8.
ORCA calculation (ωB97M-V/def2-TZVPD) on a structure of composition C12H21AsO6P2SW.

Last column: Mulliken charge in e.
Atoms and positions in Å:
W (0.468, 0.140, 0.158)  2.26
C (-2.013, -3.753, 0.025)  -1.13
P (-1.291, -2.565, -1.061)  0.81
C (-2.487, -1.833, -2.141)  -1.08
C (0.121, -3.243, -1.946)  -0.88
C (1.047, -2.194, -2.574)  -0.95
P (2.055, -1.160, -1.457)  0.60
C (3.164, -2.189, -0.482)  -1.22
C (3.015, -0.066, -2.509)  -1.24
H (-1.268, -4.144, 0.720)  0.40
H (-2.397, -4.579, -0.585)  0.46
H (-2.851, -3.313, 0.569)  0.42
H (-2.917, -2.638, -2.748)  0.46
H (-2.043, -1.092, -2.807)  0.39
H (-3.294, -1.381, -1.560)  0.40
H (-0.280, -3.883, -2.740)  0.51
H (0.652, -3.910, -1.261)  0.41
H (0.510, -1.524, -3.252)  0.45
H (1.782, -2.711, -3.203)  0.58
H (3.791, -2.755, -1.180)  0.46
H (2.627, -2.887, 0.160)  0.40
H (3.815, -1.561, 0.129)  0.44
H (3.542, -0.683, -3.244)  0.49
H (3.762, 0.459, -1.913)  0.41
H (2.386, 0.645, -3.046)  0.43
O (1.606, 1.501, -0.146)  -0.62
As (-0.746, 0.804, 3.471)  0.60
O (0.697, -0.098, 1.830)  -0.81
O (-0.623, -1.382, -0.147)  -0.22
C (-0.570, 2.624, 3.085)  0.43
C (0.056, 3.554, 3.921)  -0.42
C (-0.112, 4.917, 3.656)  -0.68
C (-0.885, 5.346, 2.588)  -0.58
C (-1.521, 4.432, 1.720)  -0.67
C (-1.336, 3.100, 1.991)  0.80
S (-2.110, 1.820, 1.110)  1.06
O (-3.378, 2.024, 0.561)  -0.45
O (-2.014, 0.669, 2.165)  -0.43
O (-1.096, 1.301, 0.028)  -0.62
H (2.325, 2.134, -0.303)  0.38
H (0.639, 3.238, 4.780)  0.47
H (0.348, 5.646, 4.311)  0.47
H (-1.026, 6.408, 2.420)  0.48
H (-2.147, 4.780, 0.906)  0.53

Cartesian forces (eV/Å) of the 2 atoms listed first:
W 0.0485 -0.1365 0.0545
C -0.0014 -0.0266 0.0532

Calculated values
relative energy (zero: lowest compared OMol25 entry of this formula, charge and spin) = 0.000 eV
charge = +4
E_LUMO = -0.5580 Eh
spin multiplicity = 1
orbital gap = 7.4114 eV